Entry 1:
Below is a molecular structure, C30H42HgN4OP2 in a non-equilibrium geometry, with properties calculated with ωB97M-V/def2-TZVPD.

Structure (XYZ):
```
80
Properties=species:S:1:pos:R:3:forces:R:3:lowdin_charge:R:1
Hg 0.28651 -3.22015 2.48407 -0.13 -0.15 0.00 0.6017
C -0.89201 2.58084 4.19581 -1.59 -0.91 -0.97 -0.1207
C -1.20571 1.54569 3.37083 -0.38 1.21 1.09 -0.0912
C -0.85456 1.48388 1.92044 0.38 -0.22 -0.29 -0.2068
C 0.40388 0.66645 1.59876 -0.09 0.06 -0.49 -0.2010
C 1.66450 1.05561 2.32234 0.41 -0.64 -0.30 -0.1229
C 1.93194 2.14028 3.04162 0.95 0.05 0.29 -0.1174
C 1.24386 3.47065 3.00039 0.19 0.42 0.09 -0.2134
C 0.09788 3.67806 3.98132 0.45 0.69 0.81 -0.2095
C 1.17762 -2.58652 4.42009 0.43 0.52 0.87 -0.3628
H -1.48944 2.72735 5.11364 0.58 -0.54 -0.20 0.1036
H -1.87264 0.72662 3.70261 0.46 0.90 -0.07 0.0885
H -0.74159 2.48866 1.50501 -0.19 -0.11 0.00 0.1016
H -1.71620 0.99593 1.43035 0.36 0.35 0.10 0.1035
H 0.16878 -0.38764 1.84574 0.33 0.30 -0.12 0.0457
H 0.59879 0.70224 0.50449 -0.13 -0.14 0.43 0.0989
H 2.47582 0.32658 2.14923 -0.43 0.09 0.75 0.1017
H 2.84509 2.16825 3.67839 -0.44 -0.28 -0.84 0.1122
H 0.94884 3.71968 1.97357 0.03 -0.11 0.22 0.1084
H 2.03414 4.19812 3.29306 -0.57 -0.22 -0.40 0.1156
H 0.55566 3.76524 4.98335 0.06 0.13 -0.21 0.1100
H -0.30002 4.70332 3.80898 -0.32 -0.72 0.04 0.1216
H 0.40171 -2.27979 5.15614 0.39 -0.39 -0.67 -0.0497
H 1.72627 -1.68771 4.08815 -0.13 -0.36 0.23 -0.0576
H 1.87504 -3.33960 4.84640 -0.56 0.41 -0.43 -0.0336
P 1.61508 -1.29214 -2.73599 2.18 0.23 -2.80 1.0967
P -1.78010 -0.96372 -2.52270 -1.35 2.22 -1.83 1.0787
N 3.02011 -0.22394 -2.93131 0.03 0.80 0.53 -0.2717
N 2.28333 -2.51190 -3.87319 -0.58 -0.93 0.26 -0.2605
N -1.92132 0.81371 -2.53137 1.10 0.35 0.87 -0.2590
N -3.41034 -1.18835 -3.15496 -0.56 -1.03 -0.24 -0.2747
C 0.58806 -0.44022 -4.01907 -0.73 0.31 0.16 -0.4059
C -0.84296 -1.00506 -4.12369 0.18 -0.54 -0.09 -0.4015
C 3.70023 0.30485 -1.82945 0.22 0.15 -0.89 -0.1569
C 4.69685 1.14986 -2.28228 -0.36 -0.39 0.15 -0.1055
C 4.64382 1.16094 -3.71064 -1.20 -0.82 0.06 -0.0858
C 3.58600 0.33486 -4.08794 0.72 0.47 1.07 -0.1364
C 2.49035 -3.83526 -3.47417 0.35 0.06 -1.11 -0.1567
C 2.98868 -4.56414 -4.55164 -0.40 1.04 0.54 -0.0986
C 3.08549 -3.65978 -5.66345 -0.50 0.65 0.99 -0.0862
C 2.63278 -2.42091 -5.22416 0.12 -1.08 0.20 -0.1559
C -1.60557 1.47636 -1.34578 -0.40 0.71 -0.72 -0.1637
C -1.64547 2.84727 -1.55762 -0.08 -0.98 -0.41 -0.0817
C -1.95601 3.04760 -2.94824 0.25 -1.44 0.34 -0.0754
C -2.06465 1.78465 -3.52709 0.00 0.62 0.71 -0.1666
C -4.19104 -0.44027 -4.05335 -0.63 -1.13 0.16 -0.1269
C -5.32839 -1.17618 -4.37905 1.41 0.07 0.75 -0.0862
C -5.24170 -2.42641 -3.67677 0.70 0.36 0.15 -0.1028
C -4.06431 -2.41484 -2.95010 -0.44 0.85 -0.58 -0.1614
H 1.04430 -0.46629 -5.01898 -0.03 -0.08 0.51 0.0625
H 0.56096 0.61935 -3.72966 -0.12 -0.13 0.05 0.0797
H -1.40463 -0.47922 -4.91244 0.12 -0.22 0.36 0.0754
H -0.80895 -2.06670 -4.40966 0.05 0.13 -0.10 0.0790
H 3.39259 0.00817 -0.83693 0.14 0.10 -0.03 0.0860
H 5.39602 1.70219 -1.66444 -0.18 -0.17 -0.09 0.0911
H 5.29180 1.69722 -4.39295 -0.15 -0.06 0.15 0.0924
H 3.21710 0.11873 -5.07421 0.08 0.03 0.17 0.0773
H 2.25411 -4.12091 -2.45878 0.09 -0.06 -0.12 0.0905
H 3.24483 -5.61117 -4.54914 0.00 0.04 0.06 0.0856
H 3.44127 -3.88413 -6.66121 -0.09 0.06 0.18 0.0919
H 2.52038 -1.51226 -5.78908 0.06 -0.19 0.06 0.0758
H -1.37800 0.87608 -0.47857 -0.12 0.24 -0.08 0.0496
H -1.46512 3.60705 -0.81446 -0.02 -0.02 -0.02 0.0860
H -2.07625 3.99386 -3.45265 0.05 -0.10 -0.04 0.0917
H -2.24344 1.53047 -4.56187 0.05 0.03 0.22 0.0944
H -3.91812 0.55213 -4.36295 -0.06 -0.15 0.11 0.0733
H -6.11230 -0.85555 -5.04681 0.01 0.02 0.09 0.0894
H -5.96516 -3.22839 -3.71327 0.12 0.06 0.07 0.0888
H -3.61402 -3.13987 -2.29056 -0.13 -0.06 -0.01 0.0907
C -2.13457 -1.01244 7.63978 -0.14 -0.21 -0.21 -0.0382
C -1.49987 -0.29023 6.45906 -0.57 0.96 0.53 -0.5821
C -0.17775 0.33072 6.85623 0.70 -0.08 -0.19 -0.0477
O -1.70487 -0.72800 5.21593 0.83 -2.13 -0.67 -0.0149
H -1.42456 -1.75979 8.00251 -0.09 -0.02 0.07 0.0812
H -3.06013 -1.51473 7.35904 0.02 0.05 -0.02 0.0808
H -2.33817 -0.30691 8.45213 0.08 -0.13 -0.13 0.0843
H -2.15774 0.51771 6.07150 -0.69 1.41 1.04 0.1641
H 0.46743 -0.46991 7.24239 0.04 0.24 -0.02 0.0822
H 0.32149 0.81162 6.01082 -0.11 -0.12 0.05 0.0676
H -0.31168 1.08221 7.64850 -0.06 -0.32 -0.18 0.0897
```
Forces are in eV/Å.

max |F| = 3.56 eV/A
electronic energy = -62544.870 eV
frontier orbital gap (alpha / beta) = 6.473 / 7.396 eV
energy relative to the best compared isomer or geometry (same formula, charge and spin) = 0.4081 eV
multiplicity = 1
HOMO (alpha / beta) = -7.169 / -8.242 eV
M = 737.23 g/mol



Entry 2:
Below is 2 unconnected molecules or ions with the total composition C38H39BF6O4 in a non-equilibrium geometry, with properties calculated with ωB97M-V/def2-TZVPD.

Structure (XYZ):
```
88
Properties=species:S:1:pos:R:3:forces:R:3:lowdin_charge:R:1
C -2.34582 3.98297 -4.24428 -0.27 0.04 -0.06 -0.0210
C -1.37036 2.81996 -4.23397 -0.48 -0.41 -0.02 -0.4825
C -0.36202 3.04593 -5.35777 0.14 -0.11 -0.28 -0.0144
O -0.71253 2.80004 -2.98273 -0.62 0.13 -0.02 0.0519
B -0.33392 1.42442 -2.76331 2.08 -0.06 0.50 -0.8672
C 1.27198 1.25051 -3.15733 -1.27 0.03 0.31 -0.0590
C 1.73219 0.08283 -3.73721 0.90 -0.12 -0.13 0.0392
C 3.08337 -0.03115 -4.07433 -0.14 -0.48 -0.14 -0.1084
C 3.60637 -1.31067 -4.67174 -0.05 -0.11 -0.22 -0.5144
F 4.24434 -1.09485 -5.86538 -0.34 -0.37 0.91 0.1130
F 4.51191 -1.91707 -3.83641 -0.56 0.23 -0.74 0.1061
F 2.60766 -2.21289 -4.91037 0.93 0.48 0.14 0.1059
C 3.97487 1.00608 -3.85378 0.00 0.01 0.04 0.0353
C 3.48783 2.17296 -3.28533 0.00 0.40 0.19 -0.1065
C 4.44382 3.30495 -3.02048 0.08 0.30 -0.07 -0.5142
F 3.80603 4.43373 -2.59083 0.70 -0.80 -0.25 0.1111
F 5.36478 2.96477 -2.06055 -0.51 0.44 -0.69 0.1079
F 5.14704 3.64987 -4.14484 -0.32 -0.17 0.92 0.1122
C 2.14492 2.30051 -2.93610 0.84 -0.04 -0.11 0.0427
C -0.42979 1.08244 -1.10078 0.06 -0.02 1.05 -0.0455
C 0.02557 -0.28683 -0.83438 -0.43 0.81 0.49 -0.1344
C -0.76282 -1.37798 -0.96755 -0.57 -0.24 0.39 -0.1553
C -0.26666 -2.69791 -1.45574 0.25 -0.62 -0.10 -0.0963
O -1.11533 0.55995 -3.58241 -0.54 -0.33 -0.44 0.0614
C -2.04140 1.35793 -4.29276 0.23 0.56 -0.02 -0.4832
C -3.37368 1.29252 -3.56487 -0.33 0.24 0.10 -0.0219
C -2.23238 0.79995 -5.69102 0.02 0.12 -0.24 -0.0153
H -2.90453 3.99940 -5.18720 -0.05 0.02 0.13 0.0878
H -3.04456 3.93820 -3.40385 0.10 -0.03 -0.13 0.0817
H -1.78941 4.92333 -4.17369 -0.03 -0.12 0.02 0.0890
H -0.87510 3.24897 -6.30450 0.06 -0.10 0.06 0.0871
H 0.24833 3.92361 -5.12096 -0.06 -0.12 0.06 0.0961
H 0.30637 2.19079 -5.50090 -0.08 0.13 0.06 0.0875
H 1.06192 -0.74549 -3.94388 -0.06 0.18 0.05 0.1245
H 5.02317 0.90789 -4.11123 -0.05 0.00 -0.03 0.1365
H 1.80169 3.23508 -2.50554 -0.14 -0.14 -0.05 0.1311
H 0.22423 1.83113 -0.62924 -0.20 -0.11 -0.03 0.1051
H -1.47642 1.27090 -0.81436 0.16 -0.18 -0.16 0.1101
H 1.06659 -0.40932 -0.51770 0.11 -0.13 -0.90 0.1211
H -1.85656 -1.22501 -0.94842 0.58 -0.01 -0.37 0.1174
H -0.98601 -3.11508 -2.18149 0.37 0.23 0.13 0.0877
H 0.71348 -2.58867 -1.95353 -0.42 -0.10 0.16 0.0840
H -0.15884 -3.47808 -0.68563 -0.12 0.12 -0.12 0.0247
H -4.13743 1.83999 -4.12279 -0.09 0.01 0.10 0.0829
H -3.69288 0.24804 -3.49063 0.10 0.08 -0.01 0.0882
H -3.30898 1.70685 -2.55300 0.06 -0.02 -0.15 0.0897
H -2.93842 1.43320 -6.24060 0.08 -0.09 -0.05 0.0892
H -1.29422 0.75075 -6.25164 -0.13 -0.01 0.14 0.0831
H -2.65699 -0.20805 -5.63271 0.08 0.11 0.02 0.0872
C -4.30875 -6.53778 3.40551 0.30 -0.05 -0.04 -0.0459
O -3.13287 -6.63258 2.57636 0.49 0.83 0.25 -0.0578
C -2.24524 -5.60882 2.59132 -0.47 -0.08 -0.19 -0.2246
C -1.16681 -5.69753 1.66983 -0.68 -0.26 0.47 0.0245
C -0.34935 -4.61721 1.51316 0.20 0.49 -0.11 -0.0175
C -0.58407 -3.37990 2.19458 -0.12 -0.38 0.03 -0.1887
C 0.19402 -2.25529 1.84900 0.27 -0.68 0.21 0.0719
C 0.27918 -1.04790 2.59875 0.05 1.52 0.13 -0.2078
C 1.58159 -0.49544 2.74923 -0.32 -0.50 0.03 0.0023
C 1.81075 0.59324 3.56234 -0.38 0.42 0.23 0.0297
C 0.71939 1.21722 4.18493 0.16 0.46 0.34 -0.2115
O 0.95742 2.42412 4.85215 -0.23 -0.70 -0.35 0.0082
C 1.05492 2.43469 6.24256 0.14 -0.32 0.09 -0.2451
C 2.19019 3.05148 6.77629 -0.26 -0.48 -0.02 -0.0044
C 2.41675 2.97177 8.14718 -0.29 0.09 -0.16 -0.0765
C 1.47000 2.35678 8.97147 -0.07 0.14 0.13 -0.0950
C 0.29813 1.82171 8.43324 0.15 0.02 -0.24 -0.0771
C 0.08938 1.83507 7.05017 0.42 0.16 0.17 -0.0120
C -0.58369 0.71473 4.05076 0.14 0.06 -0.21 0.0140
C -0.81374 -0.36884 3.21194 0.47 -0.57 0.32 -0.0010
C -1.53957 -3.39716 3.25154 -0.04 -0.12 -0.14 0.0121
C -2.36513 -4.48192 3.45412 -0.09 -0.32 -0.28 0.0112
H -4.88701 -7.42440 3.15215 0.01 0.13 0.13 0.0978
H -4.02604 -6.55197 4.46430 -0.10 -0.07 -0.17 0.0976
H -4.89206 -5.63313 3.19116 0.21 -0.18 -0.08 0.1019
H -1.03841 -6.61046 1.08630 -0.03 0.26 0.27 0.1341
H 0.52404 -4.69270 0.86893 -0.28 0.06 -0.03 0.1221
H 1.01989 -2.46040 1.16052 -0.31 0.19 0.09 0.1301
H 2.42588 -1.00521 2.28139 -0.24 0.20 0.03 0.1278
H 2.81460 0.98637 3.72477 -0.32 -0.04 -0.13 0.1341
H 2.89712 3.51277 6.09254 -0.08 -0.06 0.15 0.1216
H 3.33358 3.39761 8.55544 -0.30 -0.11 0.00 0.1082
H 1.63705 2.32610 10.04832 -0.05 -0.04 -0.28 0.1026
H -0.46110 1.37460 9.07641 0.29 0.11 -0.11 0.1062
H -0.78493 1.36624 6.60541 0.19 0.16 0.21 0.0984
H -1.40537 1.18349 4.59853 0.29 -0.01 -0.50 0.1227
H -1.83478 -0.73391 3.06789 0.42 0.28 -0.08 0.1219
H -1.60228 -2.55422 3.93288 -0.06 -0.19 -0.19 0.1086
H -3.12408 -4.46266 4.24639 0.47 -0.01 -0.42 0.1165
```
Forces are in eV/Å.

max |F| = 2.14 eV/A
electronic energy = -65209.368 eV
frontier orbital gap = 3.949 eV
energy relative to the best compared isomer or geometry (same formula, charge and spin) = 3.5834 eV
multiplicity = 1
HOMO = -6.903 eV
M = 684.53 g/mol



Entry 3:
Below is 2 unconnected molecules or ions with the total composition C7H7ClN2O3S in a non-equilibrium geometry, with properties calculated with ωB97M-V/def2-TZVPD.

Structure (XYZ):
```
21
Properties=species:S:1:pos:R:3:forces:R:3:lowdin_charge:R:1
C -1.74266 -0.28429 3.34699 -1.27 3.18 1.29 -0.0292
C -1.20720 -1.27879 2.73236 0.73 -6.80 -2.80 -0.1572
C -1.21121 2.14080 3.90720 0.72 0.28 2.46 -0.3612
C -0.50426 -0.99837 -0.39403 -0.17 -2.88 -3.27 -0.3080
C 1.10105 0.40812 -1.73191 -0.28 0.54 -0.21 -0.3260
C -0.23887 1.08800 0.35836 -0.36 -1.06 -1.57 -0.2147
C 0.76290 -1.02842 -1.26791 0.84 -0.43 -0.72 -0.6480
N -1.51639 0.84153 3.72404 -0.04 1.84 0.19 0.1574
N -0.41843 -0.11746 0.65357 0.06 0.95 1.24 0.0096
O -1.32151 -2.38003 2.26928 0.70 2.53 1.02 0.1179
O -1.04831 2.97817 3.04667 -0.29 -0.39 -0.47 0.0098
O -1.55814 1.10535 -1.87890 -1.70 -0.50 -1.36 -0.5118
S -0.30188 1.64733 -1.40479 2.90 0.33 2.02 0.9722
Cl 2.23417 -1.71457 -0.39595 -0.59 0.18 -0.26 0.5484
H -1.05039 2.42419 5.03341 -0.41 -0.77 -1.71 0.1567
H -1.14337 -0.52940 -1.24470 -0.28 -1.72 1.74 0.1145
H -0.70436 -2.07477 -0.05297 -0.19 1.68 -0.60 0.1360
H 2.09920 0.85219 -1.52100 -0.82 -0.38 0.81 0.1004
H 1.11100 0.49264 -2.78597 -0.15 -0.46 -1.48 0.0573
H -0.16716 1.73208 1.13656 0.31 2.59 2.06 0.0392
H 0.58730 -1.73690 -2.16691 0.30 1.29 1.60 0.1366
```
Forces are in eV/Å.

max |F| = 7.39 eV/A
electronic energy = -39846.172 eV
frontier orbital gap = 6.913 eV
energy relative to the best compared isomer or geometry (same formula, charge and spin) = 0.6220 eV
multiplicity = 1
HOMO = -8.479 eV
M = 234.66 g/mol